The following is a DFT calculation (the ωB97M-V functional and the def2-TZVPD basis) of an isolated molecule of C12H9PS at a distorted geometry.

Last columns: bonded neighbours and bond lengths (Å).
Element x y z (Å)
1 C 0.66 1.08 -0.90  C2 1.381, C10 1.389, P22 1.872
2 C 1.12 2.26 -0.34  C1 1.381, H11 1.068, C18 1.371
3 C -3.66 -0.26 1.21  S14 1.774, H15 1.092, C21 1.401
4 C -0.97 -0.55 -2.55  H6 1.044, C17 1.352, P22 1.856
5 H 0.88 -1.09 -0.80  C10 1.108
6 H -0.34 -0.87 -3.32  C4 1.044
7 C 2.61 1.12 1.10  C13 1.390, H16 1.015, C18 1.363
8 C -2.44 -0.71 -0.70  C17 1.490, C19 1.376, C21 1.413
9 H -3.67 -2.19 0.10  C21 1.030
10 C 1.25 -0.10 -0.46  C1 1.389, H5 1.108, C13 1.401
11 H 0.74 3.16 -0.75  C2 1.068
12 H 2.40 -1.05 1.17  C13 1.141
13 C 2.03 -0.07 0.70  C7 1.390, C10 1.401, H12 1.141
14 S -2.87 1.31 0.97  C3 1.774, C19 1.894
15 H -4.29 -0.47 2.08  C3 1.092
16 H 3.19 0.99 1.93  C7 1.015
17 C -1.85 -1.36 -1.91  C4 1.352, C8 1.490, H23 1.044
18 C 2.19 2.28 0.52  C2 1.371, C7 1.363, H20 1.014
19 C -2.01 0.58 -0.55  C8 1.376, S14 1.894, P22 1.826
20 H 2.32 3.16 1.01  C18 1.014
21 C -3.30 -1.24 0.29  C3 1.401, C8 1.413, H9 1.030
22 P -0.92 1.18 -1.89  C1 1.872, C4 1.856, C19 1.826
23 H -1.87 -2.39 -2.01  C17 1.044

Its SMILES is c1ccc(-p2ccc3ccsc32)cc1. The value obtained for the orbital gap is 0.32166 hartree. Its charge is 0. As for the HOMO energy: -8.4 eV. The energy above the lowest of the compared OMol25 structures with the same formula, charge and spin comes out at 10.8 kJ/mol. The total energy is -1202.1308 a.u. Its multiplicity is 1.

Charges per atom according to Löwdin partitioning, unit e: -0.386 -0.128 -0.403 -0.265 0.109 0.046 -0.085 -0.377 0.080 -0.089 0.090 0.127 -0.072 0.906 0.061 0.072 -0.098 -0.083 -0.568 0.076 -0.125 1.026 0.086

The following is a DFT calculation (the ωB97M-V functional and the def2-TZVPD basis) of an isolated molecule of C12HCl7S at a distorted geometry.

Last columns: bonded neighbours and bond lengths (Å).
Element x y z (Å)
1 C -2.97 1.73 0.78  Cl4 1.764, C11 1.450, C18 1.441
2 C -0.71 1.12 1.51  C6 1.358, H9 1.061, C18 1.401
3 C 1.46 -1.72 -1.95  C12 1.413, Cl14 1.771, C19 1.420
4 Cl -4.42 2.66 1.16  C1 1.764
5 C 1.96 -0.32 0.42  Cl7 1.725, C8 1.419, C10 1.355
6 C -0.40 0.54 0.32  C2 1.358, C10 1.456, C21 1.368
7 Cl 2.38 0.75 1.70  C5 1.725
8 C 2.92 -1.32 0.08  C5 1.419, Cl15 1.706, C19 1.465
9 H 0.04 1.14 2.26  C2 1.061
10 C 0.76 -0.20 -0.18  C5 1.355, C6 1.456, C12 1.338
11 C -2.70 1.06 -0.48  C1 1.450, Cl17 1.809, C21 1.422
12 C 0.55 -0.81 -1.35  C3 1.413, C10 1.338, S20 1.797
13 Cl -2.30 2.20 3.48  C18 1.786
14 Cl 1.04 -2.85 -3.25  C3 1.771
15 Cl 4.35 -1.56 0.99  C8 1.706
16 Cl 3.85 -3.23 -1.69  C19 1.825
17 Cl -4.02 1.10 -1.72  C11 1.809
18 C -1.97 1.63 1.82  C1 1.441, C2 1.401, Cl13 1.786
19 C 2.64 -1.95 -1.21  C3 1.420, C8 1.465, Cl16 1.825
20 S -1.07 -0.47 -2.06  C12 1.797, C21 1.784
21 C -1.40 0.50 -0.61  C6 1.368, C11 1.422, S20 1.784

Its SMILES is Clc1cc2c(sc3c(Cl)c(Cl)c(Cl)c(Cl)c32)c(Cl)c1Cl. The value obtained for the orbital gap is 0.30799 hartree. Its charge is 0. As for the HOMO energy: -8.9 eV. The total energy is -4077.4161 a.u. Its multiplicity is 1.

Charges per atom according to Löwdin partitioning, unit e: -0.632 -0.078 -0.621 0.640 -0.583 -0.200 0.770 -0.692 0.051 -0.256 -0.580 -0.451 0.629 0.657 0.703 0.585 0.617 -0.600 -0.563 1.055 -0.451